C46H54F3HgN7S2Si as an isolated structure at a distorted geometry, computed with wB97M-V/def2-TZVPD.

ΔE to the lowest compared entry with this formula, charge and spin = 4.6 kJ/mol
net charge = -1
lowest unoccupied orbital energy (spin up / spin down) = 0.6 / 0.6 eV
energy = -100883.226 eV
spin multiplicity = 2
frontier orbital gap (spin up / spin down) = 2.24 / 4.46 eV

Geometry (Å):
Hg  -1.38642  0.24051  -0.89711
S  -0.53730  -2.90582  -0.23743
C  1.14432  -2.94308  -0.71594
N  1.66532  -4.16242  -1.26320
C  3.08712  -4.11585  -1.55492
C  3.83614  -3.35251  -0.46188
N  3.33658  -1.99604  -0.40499
C  4.24339  -0.89896  -0.69412
C  4.90233  -0.97663  -2.04517
C  6.27630  -1.18844  -2.13125
C  6.91378  -1.24843  -3.36412
C  6.16603  -1.10122  -4.52672
C  4.79412  -0.87127  -4.44717
C  4.16480  -0.80033  -3.21459
C  1.93144  -1.83660  -0.48153
S  1.34621  -0.23825  -0.18845
C  1.14736  -5.43185  -0.80308
C  1.68830  -5.92178  0.52039
C  2.37759  -7.12345  0.58223
C  2.82667  -7.63079  1.79786
C  2.60677  -6.91082  2.96183
C  1.94276  -5.68207  2.90338
C  1.48620  -5.19573  1.69036
H  3.26653  -3.60447  -2.50481
H  3.45445  -5.13972  -1.65488
H  4.89493  -3.34383  -0.70317
H  3.70333  -3.87167  0.48813
H  5.01712  -0.85137  0.07513
H  3.67127  0.01342  -0.63737
H  6.83683  -1.32596  -1.20703
H  7.97324  -1.45801  -3.41379
H  6.66368  -1.13356  -5.49106
H  4.20942  -0.74453  -5.35004
H  3.08996  -0.62262  -3.14481
H  1.37224  -6.18758  -1.54890
H  0.05967  -5.37695  -0.74817
H  2.54006  -7.66294  -0.34402
H  3.36710  -8.57543  1.83210
H  2.95315  -7.30420  3.91594
H  1.77640  -5.12156  3.82202
H  0.95008  -4.25991  1.62474
N  -1.45067  7.95830  0.56254
C  -1.79270  9.22879  0.14922
C  -1.67235  10.47221  0.74414
C  -2.11909  11.57305  -0.00095
C  -2.67811  11.40678  -1.27046
C  -2.78374  10.15168  -1.85966
C  -2.34025  9.03935  -1.13823
N  -2.34647  7.71488  -1.49022
C  -1.80024  7.07449  -0.45696
C  -1.58645  5.68585  -0.38908
C  -2.01228  4.83671  -1.46622
C  -1.81009  3.49564  -1.41033
N  -1.19930  2.83786  -0.36637
C  -0.77281  3.64840  0.63660
C  -0.91914  5.01069  0.68605
H  -1.04015  7.70168  1.44234
H  -1.25253  10.57151  1.74463
H  -2.01594  12.56881  0.41500
H  -3.01093  12.28102  -1.82003
H  -3.19653  9.99700  -2.84949
H  -2.49826  5.27725  -2.32849
H  -2.12822  2.86619  -2.24342
H  -0.23707  3.15252  1.45529
H  -0.52025  5.53648  1.54475
C  0.34255  -1.40910  4.54935
C  0.13380  -1.50121  3.01088
N  -0.08536  -0.16840  2.46956
C  1.10278  0.66092  2.68213
C  1.34867  0.84766  4.19349
N  0.26381  0.06703  4.91409
C  -1.09557  0.64188  4.55234
C  -1.26808  0.45117  3.01967
H  1.31031  -1.76254  4.90435
H  -0.44307  -1.91050  5.11534
H  -0.72892  -2.13667  2.78389
H  1.00507  -1.93631  2.51433
H  0.97644  1.61506  2.18120
H  1.94159  0.18486  2.20538
H  1.27109  1.87342  4.54097
H  2.29682  0.43830  4.53621
H  0.40442  0.16110  5.91594
H  -1.07667  1.68127  4.87941
H  -1.82748  0.09448  5.15038
H  -1.45101  1.40933  2.52531
H  -2.12165  -0.18720  2.81885
F  -4.04142  -4.49249  -4.67944
C  -3.22012  -4.07410  -3.69043
C  -1.86753  -4.05732  -3.91194
C  -1.01872  -3.66077  -2.88823
C  -1.52671  -3.28838  -1.64947
C  -2.91434  -3.27488  -1.47320
C  -3.77058  -3.66508  -2.48946
H  -1.49038  -4.37421  -4.87672
H  0.05159  -3.65633  -3.01752
H  -3.32902  -2.95702  -0.52610
H  -4.84786  -3.65398  -2.38403
C  -5.03690  0.06343  -1.02310
Si  -3.73785  0.06038  0.34811
C  -4.27426  -1.46911  1.39822
C  -4.22776  1.51344  1.46520
H  -6.01597  -0.19602  -0.59429
H  -4.79555  -0.65358  -1.82375
H  -5.12641  1.05705  -1.49593
H  -5.00226  -2.06759  0.82961
H  -4.80538  -1.09078  2.28914
H  -3.47045  -2.15056  1.72302
H  -5.33099  1.52070  1.53760
H  -3.88367  2.47597  1.06571
H  -3.83646  1.42053  2.49109
F  -0.33761  1.19749  -3.87996
C  -0.86618  0.08406  -3.19545
F  -1.99527  -0.22532  -3.98063
H  -0.15717  -0.72451  -3.35619